Entry 1:
DFT (ωB97M-V/def2-TZVPD) results for C32H41N5SSn as an isolated structure in a non-equilibrium geometry.

As for the total charge: -2. The value obtained for the molecular weight is 646.493 g/mol. For the largest force on an atom, the calculation gives 0.08145 Eh/bohr. The energy above the lowest of the compared OMol25 structures with the same formula, charge and spin is 39.57 kcal per mole. The HOMO energy (alpha / beta) is 0.32 / 2.35 eV. Its HOMO-LUMO gap (alpha / beta) is 3.8 / 1.7 eV. The LUMO energy (alpha / beta) is 4.10 / 4.10 eV.

```
80
Properties=species:S:1:pos:R:3:forces:R:3:lowdin_charge:R:1
Sn -0.802260 -0.114642 -0.418696 1.3 0.5 0.8 1.086
N 0.289114 -3.031927 3.033468 -1.1 0.8 -0.2 0.057
N -0.400902 -2.676646 -2.030685 0.5 0.3 3.2 -0.014
C 0.752118 1.990109 -0.471250 0.5 0.7 2.1 -0.410
C 1.885841 1.179261 -0.116328 -1.8 0.1 0.7 -0.288
C 1.729156 0.769797 1.241660 -0.5 1.0 -0.5 -0.307
C 2.572534 -0.199821 1.987945 0.2 -0.1 0.3 -0.087
H 3.490103 -0.437106 1.442825 0.1 0.0 0.1 0.063
H 2.026149 -1.155362 2.161964 0.4 0.5 0.1 0.039
H 2.834010 0.205836 2.971021 0.2 -0.1 0.1 0.068
C 0.529195 1.338061 1.760004 0.3 0.6 -1.8 -0.310
C 0.042795 1.245480 3.159850 -0.1 0.1 0.4 -0.072
H 0.419526 2.107316 3.735768 -0.1 -0.1 0.1 0.071
H 0.398238 0.336487 3.664611 -0.1 0.1 -0.1 0.068
H -1.053213 1.270774 3.229245 0.2 0.0 0.0 0.059
C -0.100226 2.096837 0.709109 2.6 0.6 0.0 -0.423
C -1.269516 3.010095 0.877283 -0.1 0.0 0.2 -0.089
H -2.116368 2.483413 1.342790 0.0 0.2 -0.1 0.063
H -1.607008 3.438224 -0.076254 0.0 -0.2 0.2 0.058
H -1.005676 3.853848 1.538267 -0.1 -0.1 -0.1 0.072
C 3.024799 0.872900 -1.015780 0.4 0.0 -0.2 -0.070
H 3.810578 1.632118 -0.871739 0.1 -0.2 -0.2 0.071
H 2.736959 0.902435 -2.077493 0.0 -0.1 0.2 0.053
H 3.466215 -0.109826 -0.800799 0.0 0.1 -0.1 0.064
C 0.550223 2.713579 -1.758250 0.1 0.1 -0.1 -0.082
H -0.498524 3.011274 -1.897344 0.2 -0.1 0.0 0.059
H 0.840781 2.094469 -2.620284 -0.1 0.1 0.0 0.057
H 1.160217 3.633870 -1.791052 -0.2 -0.1 -0.2 0.073
C -0.450406 -3.816789 3.822249 -1.1 -0.9 -0.3 -0.225
H -0.176087 -3.836377 4.907686 -0.1 -0.1 -1.0 0.091
C -1.569148 -4.580850 3.369278 0.3 0.4 0.0 -0.151
H -2.203429 -5.170614 4.065936 0.6 0.5 -0.5 0.072
C -1.859418 -4.555561 1.975114 0.4 0.5 0.1 -0.120
H -2.689494 -5.160322 1.535559 0.9 0.4 0.5 0.096
C -1.121345 -3.699091 1.153686 1.0 0.7 0.1 -0.097
H -1.150668 -3.686149 0.047802 -0.5 0.1 0.8 0.068
C -0.137296 -2.760553 1.732017 -1.0 -3.5 2.0 -0.428
C 0.443774 -1.648496 1.115040 0.2 -0.8 -3.5 -0.137
H 1.235536 -2.077439 0.395332 -0.7 1.0 0.8 0.084
C -0.674264 -1.416304 -2.264998 -0.6 -1.7 -2.7 -0.355
C 0.207594 -3.280708 -3.052847 -0.6 0.2 -0.5 -0.187
H 0.639762 -4.212704 -2.796463 0.3 -1.0 -0.8 0.080
C 0.153420 -2.467368 -4.132421 -0.5 0.2 -0.4 -0.113
H 0.395191 -2.706164 -5.164413 -0.2 0.4 0.4 0.097
N -0.458251 -1.278752 -3.672616 0.9 -0.1 0.3 -0.034
C -0.539440 -0.055181 -4.388905 0.3 0.0 0.5 -0.129
C 0.558796 0.332522 -5.187122 -0.9 0.3 0.3 -0.200
C 0.426531 1.503484 -5.940613 -0.5 -0.4 0.3 -0.022
H 1.226647 1.774716 -6.637725 -0.3 0.1 0.3 0.108
C -0.732674 2.282977 -5.828360 -0.1 -0.2 0.2 -0.291
C -0.905880 3.472907 -6.713375 0.0 0.3 -0.2 -0.080
H -1.423863 4.271218 -6.171603 0.1 0.0 -0.2 0.074
H -1.495886 3.229845 -7.608918 0.1 0.1 0.2 0.076
H 0.079420 3.821624 -7.037468 -0.2 0.2 -0.1 0.068
C -1.740734 1.951927 -4.911901 0.5 -0.5 -0.2 -0.011
H -2.636025 2.569324 -4.804254 0.3 0.0 -0.1 0.117
C -1.660987 0.771372 -4.167986 0.5 -0.4 -0.4 -0.192
C -2.748809 0.370442 -3.216963 -0.8 0.3 0.0 -0.083
H -2.952649 -0.707359 -3.209259 0.2 0.3 0.0 0.084
H -3.671814 0.876449 -3.523365 0.0 0.0 0.0 0.073
H -2.577123 0.688381 -2.163394 0.2 -0.2 -0.6 0.013
C 1.837014 -0.443189 -5.161845 0.7 0.0 -0.6 -0.055
H 1.718803 -1.483081 -5.479722 0.2 0.5 0.1 0.046
H 2.331448 -0.455542 -4.176656 -0.4 0.0 -0.2 0.092
H 2.525794 0.024867 -5.871794 0.1 0.0 0.1 0.070
S -2.854314 -1.226581 0.345114 -2.3 -1.0 1.0 0.434
C -3.331529 -1.023885 1.995813 0.1 -0.8 -0.3 -0.702
N -4.649827 -0.946099 2.216630 -0.2 0.1 0.2 -0.003
C -5.274547 -1.253870 3.506738 0.3 0.1 -0.3 -0.370
C -4.333765 -0.838850 4.619001 0.0 0.1 0.2 -0.263
C -2.945536 -1.400456 4.395262 0.2 0.0 -0.2 -0.193
N -2.483372 -1.060459 3.048098 0.0 -0.2 -0.8 0.055
H -5.224739 -0.973502 1.372053 0.2 0.0 0.4 0.065
H -5.484541 -2.332824 3.557653 0.0 0.1 0.0 0.055
H -6.222666 -0.713938 3.568800 0.0 0.0 0.0 0.026
H -4.713722 -1.208142 5.574931 -0.1 0.0 0.0 0.070
H -4.288542 0.253673 4.683732 0.0 -0.1 -0.1 0.099
H -2.939578 -2.495222 4.520863 0.0 0.3 -0.1 0.098
H -2.218327 -0.972914 5.091512 -0.1 0.0 0.0 0.114
H -1.516896 -1.301543 2.814931 -0.4 0.2 0.1 0.092
```
Forces are in eV/Å.


Entry 2:
DFT (ωB97M-V/def2-TZVPD) results for the molecule C4H8O2 in a non-equilibrium geometry.

The value obtained for the molecular weight is 88.106 g/mol. For the largest force on an atom, the calculation gives 0.04136 Eh/bohr. The energy above the lowest of the compared OMol25 structures with the same formula, charge and spin is 76.67 kcal per mole. The HOMO energy is -8.57 eV. Its HOMO-LUMO gap is 9.6 eV. The LUMO energy is 0.99 eV.

```
14
Properties=species:S:1:pos:R:3:forces:R:3:lowdin_charge:R:1
C -1.247451 0.440913 1.193247 -0.9 0.3 0.6 -0.020
C -1.605411 0.717834 -0.058670 0.4 0.0 0.7 -0.247
O -1.139617 -0.092936 -1.033870 1.4 -1.2 1.1 -0.102
C 0.101041 -0.950689 -0.534929 -0.7 0.3 -0.9 -0.099
C 1.436680 -0.200072 -0.624370 -0.3 -0.2 -0.7 -0.253
O 1.972550 0.381430 0.542638 -0.5 0.4 0.2 -0.066
H -1.117475 -0.604092 1.431371 0.8 0.3 0.3 0.057
H -1.276389 1.146261 1.995401 -0.7 0.2 0.4 0.050
H -2.289157 1.536146 -0.326541 0.8 -0.2 -0.4 0.121
H 0.107725 -1.527714 0.420998 -0.8 0.8 -0.7 0.117
H 0.000472 -1.660607 -1.333674 0.5 -0.5 -0.4 0.106
H 2.192299 -0.940915 -0.925868 -0.3 0.1 0.0 0.126
H 1.334547 0.523181 -1.437061 0.2 0.1 0.0 0.123
H 1.530185 1.231266 0.691333 0.1 -0.4 0.1 0.088
```
Forces are in eV/Å.